No. 1
C25H27N5O3S | ωB97M-V/def2-TZVPD

The value obtained for the HOMO energy is -7.29 eV. The gap between HOMO and LUMO is 0.288 hartree.

Geometry as ORCA input:
```
! RIJCOSX wB97M-V def2-TZVPD def2/J DEFGRID3
* xyz 0 1
C 7.677 2.100 -0.023
O 7.547 1.019 -0.912
C 6.439 0.224 -0.805
C 5.425 0.379 0.128
C 4.341 -0.484 0.139
C 4.236 -1.532 -0.771
N 3.198 -2.469 -0.751
C 2.532 -2.798 -1.991
C 1.350 -1.848 -2.267
N 0.431 -1.893 -1.152
C -0.883 -2.177 -1.175
O -1.553 -2.274 -0.163
C -1.555 -2.332 -2.534
S -1.386 -0.802 -3.546
C -1.225 0.316 -2.225
N -0.228 1.100 -1.975
N -0.511 1.722 -0.818
C -1.670 1.283 -0.410
C -2.362 1.638 0.800
C -1.823 2.658 1.609
C -2.445 3.036 2.775
C -3.618 2.376 3.128
N -4.436 2.532 4.202
C -5.484 1.638 4.121
C -6.519 1.625 5.189
C -5.355 0.888 2.986
C -6.243 -0.195 2.476
C -4.167 1.342 2.327
C -3.529 0.973 1.151
O -2.187 0.387 -1.283
C 1.066 -1.559 0.110
C 2.257 -2.495 0.345
C 5.278 -1.689 -1.694
C 6.349 -0.828 -1.716
H 8.609 2.594 -0.293
H 6.849 2.810 -0.128
H 7.735 1.762 1.017
H 5.453 1.176 0.855
H 3.574 -0.312 0.877
H 3.229 -2.739 -2.824
H 2.157 -3.825 -1.916
H 0.861 -2.138 -3.193
H 1.722 -0.822 -2.374
H -2.615 -2.519 -2.363
H -1.132 -3.141 -3.127
H -0.912 3.133 1.282
H -2.037 3.819 3.397
H -4.305 3.192 4.950
H -7.067 2.568 5.203
H -6.059 1.487 6.168
H -7.228 0.820 5.023
H -6.762 0.132 1.575
H -5.651 -1.073 2.222
H -6.985 -0.478 3.218
H -3.916 0.183 0.527
H 0.323 -1.662 0.902
H 1.402 -0.517 0.057
H 2.764 -2.247 1.276
H 1.880 -3.522 0.426
H 5.258 -2.511 -2.393
H 7.146 -0.957 -2.432
*
```

---

No. 2
C25H27NO7 | ωB97M-V/def2-TZVPD

The value obtained for the HOMO energy is -8.32 eV. The gap between HOMO and LUMO is 0.313 hartree.

Geometry as ORCA input:
```
! RIJCOSX wB97M-V def2-TZVPD def2/J DEFGRID3
* xyz 0 1
C -2.879 3.545 -1.412
O -1.505 3.875 -1.437
C -0.600 2.867 -1.401
C 0.740 3.261 -1.398
C 1.746 2.313 -1.316
O 3.077 2.598 -1.281
C 3.481 3.942 -1.404
C 1.422 0.957 -1.251
C 0.094 0.566 -1.283
C -0.352 -0.850 -1.197
O -1.506 -1.149 -0.930
N 0.576 -1.809 -1.407
C 0.185 -3.202 -1.344
C -0.774 -3.386 -0.165
O -1.752 -4.080 -0.199
O -0.322 -2.760 0.930
C -1.245 -2.596 2.006
C -1.902 -1.245 1.892
C -3.233 -1.127 1.706
C -3.882 0.160 1.533
O -5.062 0.332 1.354
O -3.077 1.267 1.581
C -1.742 1.177 1.773
C -1.025 2.371 1.799
C 0.347 2.364 1.962
C 1.112 3.647 2.013
C 1.001 1.137 2.098
C 0.301 -0.046 2.088
C -1.089 -0.055 1.932
C 1.419 -4.119 -1.269
C 2.217 -3.915 0.016
C 0.995 -5.577 -1.419
C -0.919 1.519 -1.356
H -3.165 2.966 -2.294
H -3.143 2.986 -0.510
H -3.407 4.497 -1.417
H 0.948 4.317 -1.448
H 3.110 4.552 -0.575
H 4.569 3.925 -1.381
H 3.146 4.375 -2.351
H 2.236 0.257 -1.153
H 1.503 -1.581 -1.725
H -0.399 -3.468 -2.238
H -1.996 -3.390 1.963
H -0.664 -2.675 2.930
H -3.880 -1.987 1.641
H -1.565 3.298 1.684
H 1.163 4.007 3.041
H 0.624 4.410 1.412
H 2.130 3.502 1.658
H 2.075 1.123 2.213
H 0.827 -0.981 2.187
H 2.057 -3.852 -2.122
H 2.414 -2.860 0.192
H 3.167 -4.439 -0.052
H 1.671 -4.306 0.870
H 0.303 -5.856 -0.629
H 1.865 -6.228 -1.367
H 0.500 -5.739 -2.374
H -1.937 1.166 -1.366
*
```

---

No. 3
C25H28BaF6N5O6PS5 | ωB97M-V/def2-TZVPD

The value obtained for the HOMO energy (spin up / spin down) is -1.69 / -5.10 eV. Its expectation value of S² is 0.757. The gap between HOMO and LUMO (spin up / spin down) is 0.096 / 0.221 hartree.

Geometry as ORCA input:
```
! RIJCOSX wB97M-V def2-TZVPD def2/J DEFGRID3
* xyz -1 2
Ba -0.507 -0.252 -0.453
C 4.955 -2.537 -0.873
C 4.999 -3.752 -1.580
C 4.119 -3.900 -2.673
C 3.306 -2.862 -3.119
C 3.405 -1.631 -2.514
C 4.246 -1.480 -1.375
H 5.456 -2.471 0.060
H 5.461 -4.580 -1.100
H 4.030 -4.921 -3.125
H 2.634 -2.960 -3.960
H 2.924 -0.741 -2.878
H 4.339 -0.475 -0.867
C -4.543 0.664 3.324
C -3.322 0.509 4.162
O -2.292 -0.056 3.257
P -0.855 0.668 2.992
S 0.691 -0.547 2.721
S -1.286 1.922 1.541
O -0.561 1.502 4.369
C -0.687 2.950 4.396
C 0.706 3.487 4.192
H -5.321 1.166 3.973
H -4.963 -0.301 3.071
H -4.302 1.305 2.451
H -3.438 -0.215 5.012
H -2.910 1.442 4.577
H -1.144 3.204 5.357
H -1.481 3.388 3.709
H 1.214 3.443 5.139
H 0.665 4.573 3.965
H 1.108 2.911 3.340
F -6.229 0.723 -2.295
C -5.279 -0.046 -2.807
F -5.216 0.076 -4.149
F -5.459 -1.292 -2.526
S -3.424 0.872 -2.251
O -2.503 -0.294 -2.311
O -3.484 1.482 -0.877
N -2.705 1.813 -3.393
S -1.240 2.528 -3.371
O -1.176 3.724 -4.171
O -0.518 2.463 -2.041
C -0.376 1.095 -4.479
F 0.693 1.646 -5.026
F -0.983 0.368 -5.451
F 0.034 0.192 -3.579
N 4.454 5.670 1.406
C 4.007 5.534 0.119
S 4.221 6.816 -0.962
C 3.371 4.295 -0.200
C 2.937 4.035 -1.509
C 2.511 2.750 -1.883
N 2.461 1.743 -0.932
C 3.014 1.968 0.234
C 3.384 3.218 0.727
H 5.272 6.238 1.576
H 4.102 5.089 2.137
H 2.887 4.870 -2.212
H 2.087 2.480 -2.856
H 3.125 1.059 0.864
H 3.991 3.260 1.660
N -1.027 -4.742 -1.510
C -0.643 -3.501 -1.294
N -1.267 -2.910 -0.255
C -2.022 -3.943 0.317
C -2.887 -3.970 1.403
C -3.284 -5.264 1.861
C -2.791 -6.447 1.325
C -2.023 -6.417 0.133
C -1.751 -5.146 -0.368
H -0.801 -5.365 -2.237
H -0.009 -2.988 -1.981
H -3.174 -3.017 1.881
H -3.978 -5.358 2.662
H -3.102 -7.373 1.854
H -1.846 -7.386 -0.325
*
```

---

No. 4
C25H28BrF5N9OSY | ωB97M-V/def2-TZVPD

The value obtained for the HOMO energy is -13.48 eV. The gap between HOMO and LUMO is 0.303 hartree.

Geometry as ORCA input:
```
! RIJCOSX wB97M-V def2-TZVPD def2/J DEFGRID3
* xyz 2 1
Y -0.252 -0.246 0.179
C 0.578 -3.252 1.291
C 2.000 -2.686 1.319
N 2.037 -1.287 0.825
C 2.669 -0.329 1.756
C 1.711 0.200 2.797
C 2.122 0.394 4.106
C 1.216 0.885 5.033
C -0.091 1.121 4.632
C -0.438 0.886 3.313
C -1.860 1.024 2.824
N -2.170 -0.095 1.907
C -2.411 -1.366 2.647
C -1.727 -2.564 1.991
N -0.314 -2.208 1.809
N 0.457 0.466 2.405
H 0.539 -4.167 1.890
H 0.277 -3.507 0.274
H 2.651 -3.323 0.722
H 2.370 -2.717 2.347
H 2.594 -1.258 -0.020
H 3.031 0.513 1.166
H 3.537 -0.762 2.260
H 3.138 0.163 4.397
H 1.512 1.046 6.060
H -0.835 1.463 5.338
H -1.973 1.965 2.285
H -2.544 1.052 3.676
H -3.019 0.136 1.404
H -3.478 -1.564 2.751
H -1.998 -1.257 3.653
H -2.169 -2.797 1.020
H -1.861 -3.439 2.634
H 0.037 -1.981 2.737
C -2.408 2.094 -5.077
C -2.901 1.012 -4.198
N -3.898 0.232 -4.434
N -3.970 -0.601 -3.360
C -3.033 -0.363 -2.446
S -2.797 -1.117 -0.964
N -2.329 0.671 -2.974
N -1.260 1.255 -2.308
H -3.073 2.176 -5.932
H -1.401 1.873 -5.437
H -2.385 3.052 -4.556
H -4.693 -1.300 -3.313
H -0.456 1.297 -2.925
H -1.508 2.204 -2.045
Br 3.562 -1.263 -4.468
C 2.046 -1.940 -3.572
C 1.462 -3.139 -3.950
C 0.342 -3.560 -3.252
C -0.144 -2.781 -2.216
N 0.427 -1.628 -1.836
C 1.509 -1.222 -2.516
H 1.870 -3.723 -4.764
H -0.155 -4.484 -3.510
H -1.033 -3.085 -1.681
H 1.964 -0.288 -2.208
F 1.855 6.341 0.574
C 1.717 5.050 0.316
C 2.819 4.287 -0.060
F 4.006 4.858 -0.158
C 2.679 2.936 -0.325
F 3.745 2.204 -0.665
C 1.436 2.296 -0.258
O 1.252 1.028 -0.555
C 0.372 3.099 0.145
F -0.835 2.441 0.269
C 0.476 4.445 0.427
F -0.593 5.135 0.805
*
```

---

No. 5
C25H28BrGeIN2O3ReSe | ωB97M-V/def2-TZVPD

The value obtained for the HOMO energy (spin up / spin down) is -13.13 / -13.13 eV. Its expectation value of S² is 3.797. The gap between HOMO and LUMO (spin up / spin down) is 0.191 / 0.172 hartree.

Geometry as ORCA input:
```
! RIJCOSX wB97M-V def2-TZVPD def2/J DEFGRID3
* xyz 2 4
Re 0.749 -0.276 0.503
O -2.873 -3.020 -2.660
C -2.935 -3.620 -1.476
C -3.803 -4.711 -1.364
C -3.922 -5.397 -0.178
C -3.194 -5.004 0.951
C -2.344 -3.933 0.867
C -2.180 -3.225 -0.339
C -1.215 -2.150 -0.375
O -0.540 -1.841 0.714
N -1.003 -1.468 -1.487
N -0.018 -0.529 -1.348
C 0.357 0.102 -2.451
C 1.376 1.068 -2.562
C 1.624 1.623 -3.841
C 2.618 2.541 -4.035
C 3.413 2.936 -2.948
C 3.201 2.420 -1.689
C 2.189 1.484 -1.464
O 2.011 1.012 -0.239
H -2.192 -2.329 -2.648
H -4.362 -4.990 -2.246
H -4.585 -6.249 -0.116
H -3.306 -5.542 1.882
H -1.789 -3.608 1.737
H -0.177 -0.180 -3.354
H 1.014 1.295 -4.674
H 2.799 2.960 -5.014
H 4.209 3.653 -3.102
H 3.810 2.720 -0.846
C -1.569 3.873 5.227
Ge -2.384 2.935 3.711
C -3.154 4.130 2.354
C -3.626 1.473 4.105
C -0.766 1.933 2.890
Se -1.159 1.253 1.152
C -0.700 2.828 0.114
H -2.346 4.379 5.799
H -0.863 4.622 4.870
H -1.055 3.175 5.885
H -4.038 4.598 2.788
H -3.478 3.569 1.476
H -2.473 4.928 2.061
H -4.587 1.874 4.426
H -3.246 0.826 4.895
H -3.790 0.880 3.204
H -0.592 1.083 3.549
H 0.127 2.556 2.844
H -1.364 3.633 0.418
H -0.846 2.604 -0.939
H 0.334 3.098 0.313
Br 5.189 -1.860 3.672
C 3.784 -3.083 3.355
C 4.012 -4.445 3.489
C 2.986 -5.348 3.257
C 1.723 -4.905 2.891
C 1.475 -3.548 2.763
C 2.511 -2.659 2.995
I 2.115 -0.574 2.850
H 4.995 -4.791 3.776
H 3.177 -6.406 3.366
H 0.925 -5.612 2.710
H 0.493 -3.189 2.485
*
```

---

No. 6
C25H28CdF5O2 | ωB97M-V/def2-TZVPD

The value obtained for the HOMO energy is -4.06 eV. The gap between HOMO and LUMO is 0.232 hartree.

Geometry as ORCA input:
```
! RIJCOSX wB97M-V def2-TZVPD def2/J DEFGRID3
* xyz -1 1
O 0.038 0.559 -6.727
C 0.347 1.729 -7.555
C 0.333 0.872 -8.823
H 1.344 2.120 -7.282
H -0.433 2.503 -7.452
C 0.287 -0.320 -7.850
H 1.241 0.937 -9.429
H -0.603 0.980 -9.382
C 1.635 -1.007 -7.792
H 2.441 -0.273 -7.679
H 1.792 -1.557 -8.732
H 1.692 -1.723 -6.971
C -0.862 -1.279 -8.075
H -1.816 -0.736 -8.070
H -0.863 -2.047 -7.295
H -0.725 -1.757 -9.051
Cd 0.045 0.549 -0.330
C -2.510 -0.627 1.052
C -2.084 0.725 1.004
C -2.156 1.177 -0.381
H -1.852 1.359 1.852
C -2.619 0.049 -1.152
C -2.859 -1.027 -0.261
H -3.268 -1.998 -0.531
H -2.572 -1.240 1.955
H -2.027 2.206 -0.736
H -2.780 0.044 -2.230
C 1.372 -2.242 1.353
C 0.349 -2.757 0.489
C 0.477 -2.143 -0.786
H -0.378 -3.528 0.754
C 1.574 -1.192 -0.708
C 2.173 -1.356 0.601
H 3.096 -0.882 0.934
H 1.520 -2.540 2.402
H -0.128 -2.338 -1.678
H 2.040 -0.667 -1.554
O 1.840 0.966 -4.978
C 0.777 0.167 -4.405
C -0.537 0.945 -4.417
H 1.079 -0.009 -3.350
H 0.742 -0.802 -4.917
C -0.057 2.422 -4.441
H -1.164 0.709 -3.558
H -1.096 0.714 -5.323
C 1.470 2.325 -4.647
H -0.336 2.894 -3.489
H -0.526 3.002 -5.258
H 1.928 2.582 -3.672
H 1.890 3.018 -5.403
F 0.545 0.269 3.038
C 1.085 1.441 2.570
C 1.092 1.725 1.217
C 1.922 2.729 0.766
F 2.169 2.841 -0.578
C 2.620 3.561 1.647
F 3.445 4.523 1.182
C 2.544 3.322 3.016
F 3.311 4.025 3.876
C 1.767 2.266 3.486
F 1.750 1.970 4.805
*
```

---

No. 7
C25H28CoN7O4S2 | ωB97M-V/def2-TZVPD

The value obtained for the HOMO energy is -8.45 eV. The gap between HOMO and LUMO is 0.288 hartree.

Geometry as ORCA input:
```
! RIJCOSX wB97M-V def2-TZVPD def2/J DEFGRID3
* xyz 0 1
Co 0.484 1.901 1.041
N 0.976 2.004 2.990
C 1.956 3.039 3.396
C 3.301 2.828 2.723
C 3.279 3.042 1.220
N 2.449 2.012 0.556
H 0.074 2.200 3.423
H 1.280 1.101 3.343
H 2.077 3.015 4.481
H 1.540 4.002 3.111
H 3.683 1.824 2.952
H 4.014 3.530 3.158
H 4.296 3.001 0.823
H 2.862 4.020 0.986
H 2.880 1.103 0.699
H 2.434 2.160 -0.451
C -5.088 3.985 -4.586
C -3.946 3.252 -3.940
C -4.026 2.862 -2.602
C -2.976 2.206 -1.987
C -1.826 1.933 -2.717
C -1.723 2.307 -4.045
C -2.787 2.964 -4.650
S -0.489 1.094 -1.915
O 0.510 0.854 -2.937
O -1.023 -0.052 -1.223
N 0.068 2.116 -0.824
C 0.375 3.461 -1.280
C 0.531 4.373 -0.074
O 0.782 5.552 -0.189
O 0.422 3.765 1.084
H -6.043 3.524 -4.333
H -4.989 3.996 -5.671
H -5.125 5.021 -4.243
H -4.927 3.073 -2.039
H -3.039 1.904 -0.950
H -0.819 2.075 -4.593
H -2.712 3.255 -5.691
H -0.420 3.882 -1.903
H 1.293 3.528 -1.881
S -1.724 2.073 1.625
C -2.405 0.537 1.748
N -2.907 -0.498 1.861
N -0.091 -5.128 1.581
C 0.246 -6.433 1.288
C -0.338 -7.652 1.618
C 0.295 -8.785 1.148
C 1.468 -8.709 0.378
C 2.038 -7.497 0.052
C 1.410 -6.339 0.513
N 1.754 -5.011 0.327
C 0.840 -4.335 0.961
C 0.793 -2.872 1.031
C 1.371 -2.111 0.021
C 1.264 -0.741 0.074
N 0.660 -0.090 1.082
C 0.137 -0.825 2.066
C 0.173 -2.204 2.077
H -0.950 -4.810 1.996
H -1.240 -7.714 2.211
H -0.121 -9.757 1.379
H 1.928 -9.626 0.034
H 2.939 -7.431 -0.542
H 1.856 -2.591 -0.816
H 1.642 -0.140 -0.742
H -0.360 -0.295 2.864
H -0.286 -2.730 2.902
*
```

---

Number 1: maximum force 0.0305 hartree/bohr. Number 2: maximum force 0.0190 hartree/bohr. Number 3: maximum force 0.0867 hartree/bohr. Number 4: maximum force 0.0162 hartree/bohr. Number 5: maximum force 0.0246 hartree/bohr. Number 6: maximum force 0.0533 hartree/bohr. Number 7: maximum force 0.0023 hartree/bohr.